(1)
{
  "formula": "C2H10N2O",
  "method": "the ωB97M-V functional and the def2-TZVPD basis",
  "smiles": "NCO.CN",
  "homo_lumo_gap_ev": 10.15,
  "homo_ev": -9.2996,
  "e_lumo_ha": 0.031,
  "de_lowest_kj_mol": 39.85,
  "symbols": ["N", "C", "O", "H", "H", "H", "H", "H", "C", "N", "H", "H", "H", "H", "H"],
  "positions_angstrom": [[1.717726, -0.780336, -2.372318], [1.576732, 0.048178, -1.213082], [0.371819, 0.800324, -1.189635], [1.704949, -0.180348, -3.184487], [0.879304, -1.341896, -2.456231], [1.667535, -0.529986, -0.287789], [2.390226, 0.779602, -1.170674], [-0.247266, 0.546025, -0.471312], [-1.109964, -0.170971, 2.157551], [-1.594049, 0.518208, 0.949505], [-1.905870, -0.649335, 2.731488], [-0.358500, -0.915772, 1.908744], [-0.647288, 0.561150, 2.815908], [-2.101627, 1.354828, 1.240031], [-2.343727, -0.039670, 0.542300]],
  "atomic_forces_ev_per_a": [[-0.08, -0.08, 0.05], [-0.09, 0.66, 0.80], [-0.30, -0.03, 0.00], [0.12, 0.10, -0.20], [0.00, -0.22, 0.01], [-0.10, -0.29, -0.18], [0.07, -0.16, -0.29], [0.37, 0.17, -0.17], [-0.10, 0.25, 0.20], [-0.73, -0.16, 0.17], [-0.01, -0.10, 0.00], [0.01, -0.06, -0.10], [0.14, 0.00, -0.02], [0.41, 0.00, -0.12], [0.29, -0.09, -0.14]],
  "nbo_charge": [-0.831, 0.085, -0.784, 0.354, 0.349, 0.142, 0.154, 0.501, -0.416, -0.841, 0.176, 0.192, 0.198, 0.362, 0.357]
}

(2)
{
  "formula": "C2H10N2O",
  "method": "the ωB97M-V functional and the def2-TZVPD basis",
  "smiles": "NCCN.O",
  "homo_lumo_gap_ev": 10.38,
  "homo_ev": -9.5481,
  "e_lumo_ha": 0.030,
  "de_lowest_kj_mol": 145.59,
  "symbols": ["N", "C", "C", "N", "H", "H", "H", "H", "H", "H", "H", "H", "O", "H", "H"],
  "positions_angstrom": [[1.472971, 0.465264, -1.011492], [0.143326, 1.047336, -0.583129], [-1.002165, -0.000621, -0.725423], [-2.007093, 0.374949, 0.338035], [1.880132, 0.172850, -0.138115], [2.075368, 1.094635, -1.503753], [-0.016465, 2.143133, -1.116725], [0.215186, 1.317862, 0.496680], [-1.381709, 0.271279, -1.821170], [-0.687961, -1.108658, -0.771825], [-2.942845, 0.090471, -0.079467], [-1.986458, -0.180219, 1.198431], [1.146161, -1.692547, 1.711137], [0.561652, -1.197673, 1.026776], [2.005703, -1.225093, 1.585579]],
  "atomic_forces_ev_per_a": [[-1.77, -0.10, 0.52], [1.38, 1.53, -0.24], [-0.30, 1.27, -1.56], [-1.95, -1.24, -2.07], [0.76, -0.01, -0.30], [0.18, 0.38, 0.06], [-0.07, -3.10, 1.06], [-0.15, -0.12, -0.62], [0.04, -1.02, 2.41], [-0.09, 1.76, 0.29], [1.34, 0.70, 0.86], [0.65, 0.03, -0.45], [-0.53, 2.03, -1.99], [1.32, -1.42, 1.71], [-0.81, -0.69, 0.32]],
  "nbo_charge": [-0.860, -0.233, -0.267, -0.854, 0.340, 0.368, 0.201, 0.179, 0.206, 0.196, 0.358, 0.363, -0.928, 0.467, 0.463]
}